The following is a DFT calculation (the ωB97M-V functional and the def2-TZVPD basis) of a molecular structure, CH2I2S in a non-equilibrium geometry.

Structure (XYZ):
```
6
Properties=species:S:1:pos:R:3:forces:R:3
C -1.6182 -0.4688 0.7849 0.750 1.558 -2.565
S 2.2105 1.5174 -1.3424 -2.006 0.743 0.169
I -0.3996 -0.1372 -0.8012 0.071 0.222 0.280
I 3.2065 -0.4847 -1.0617 1.197 -1.515 0.112
H -1.0125 -0.7204 1.5966 0.278 -0.618 1.583
H -2.3867 0.2937 0.8238 -0.290 -0.390 0.422
```
Positions in Å, forces in eV/Å.

As for the total charge: 0. Its energy above the lowest of the compared OMol25 structures with the same formula, charge and spin is 78.5 kcal/mol. The gap between HOMO and LUMO (alpha / beta) comes out at 5.00 / 5.00 eV. Its HOMO energy (alpha / beta) is -7.92 / -7.92 eV. As for the spin multiplicity: 1.